[1]
DFT (ωB97M-V/def2-TZVPD) results for C39H29N5OReS4 as an isolated structure.

Structure (XYZ):
```
79
Properties=species:S:1:pos:R:3:forces:R:3
Re -0.244 0.083 -0.071 0.439 -0.472 -0.064
S -1.498 -1.912 0.462 0.284 0.377 -0.087
C -3.021 -1.247 1.019 -0.234 -0.086 -0.008
C -4.089 -2.133 1.252 0.177 0.047 -0.026
C -5.281 -1.687 1.773 -0.126 0.071 0.061
C -5.484 -0.337 2.090 -0.006 -0.086 -0.016
C -4.476 0.565 1.858 0.118 -0.052 -0.021
C -3.267 0.101 1.317 -0.130 -0.036 -0.023
S -1.959 1.189 0.955 -0.202 0.091 -0.056
C -1.312 3.202 -0.724 0.030 -0.005 -0.108
C -0.322 2.766 -1.776 -0.060 0.035 0.103
C -0.174 3.526 -2.923 0.015 -0.009 -0.038
C 0.720 3.126 -3.902 0.007 -0.017 0.013
C 1.426 1.951 -3.718 -0.009 0.033 0.008
C 1.228 1.219 -2.561 0.035 0.000 -0.019
C 1.939 -0.114 -2.386 0.024 -0.010 0.022
S 2.078 -0.229 -0.595 -0.023 -0.089 -0.105
C 2.371 -1.838 0.086 0.062 0.040 -0.146
C 3.116 -2.870 -0.447 -0.002 0.017 0.020
C 3.338 -3.985 0.352 0.018 0.004 -0.049
C 2.854 -4.016 1.651 -0.002 -0.030 0.050
C 2.127 -2.953 2.176 -0.023 0.040 0.016
C 1.865 -1.844 1.386 -0.023 -0.068 0.047
S 0.928 -0.443 1.962 -0.192 0.150 0.035
N 0.394 1.641 -1.581 -0.073 -0.124 -0.009
H -3.948 -3.184 1.036 0.008 0.000 -0.004
H -6.073 -2.401 1.955 -0.013 0.009 0.001
H -6.419 -0.011 2.524 -0.006 -0.007 0.002
H -4.594 1.608 2.117 -0.002 0.007 -0.005
H -0.788 3.382 0.219 0.031 -0.038 0.016
H -1.717 4.163 -1.037 -0.008 -0.001 0.030
H -0.755 4.430 -3.044 -0.004 0.005 0.005
H 0.859 3.716 -4.797 -0.003 0.005 -0.004
H 2.122 1.595 -4.465 0.003 -0.010 0.003
H 2.916 -0.088 -2.864 -0.016 -0.005 -0.023
H 1.352 -0.934 -2.804 0.000 0.004 -0.003
H 3.518 -2.817 -1.450 0.002 -0.002 -0.007
H 3.898 -4.823 -0.039 0.004 -0.002 -0.006
H 3.040 -4.884 2.269 -0.001 -0.003 0.005
H 1.750 -2.990 3.189 -0.004 -0.007 0.005
C -12.260 6.395 -3.282 0.002 -0.007 -0.006
O -11.528 5.379 -3.972 -0.002 -0.004 -0.004
C -10.365 4.969 -3.479 0.002 -0.003 -0.009
C -9.709 3.969 -4.217 0.003 0.011 0.022
C -8.505 3.481 -3.792 0.009 -0.001 0.012
C -7.907 3.973 -2.614 -0.036 0.005 -0.013
C -8.571 4.970 -1.888 0.013 -0.004 0.001
C -9.784 5.469 -2.305 -0.009 -0.004 -0.015
C -6.647 3.438 -2.205 0.043 -0.037 -0.024
N -5.969 2.483 -2.867 -0.034 0.049 0.019
C -4.857 2.281 -2.168 0.023 -0.013 0.007
C -4.791 3.105 -1.028 0.041 -0.033 -0.055
N -5.958 3.825 -1.084 -0.011 0.004 0.036
C -3.748 3.101 -0.102 -0.010 0.001 0.031
C -3.783 3.948 1.011 0.013 -0.008 0.068
C -3.011 4.019 2.159 -0.026 -0.018 -0.062
C -2.005 3.169 2.652 0.022 -0.066 -0.098
N -1.479 2.044 2.214 -0.007 0.206 0.341
C -2.545 2.258 -0.455 0.017 0.098 0.077
C -2.751 1.232 -1.562 -0.066 -0.013 -0.096
N -1.836 0.251 -1.670 -0.139 0.058 0.149
C -1.972 -0.666 -2.634 0.055 -0.048 -0.026
C -3.002 -0.639 -3.558 -0.024 0.053 0.012
C -3.962 0.344 -3.445 0.049 -0.038 0.032
C -3.844 1.284 -2.422 -0.010 0.027 -0.037
H -13.159 6.554 -3.868 0.001 0.005 0.005
H -11.684 7.319 -3.236 -0.005 0.003 0.003
H -12.529 6.062 -2.279 -0.002 0.005 0.001
H -10.182 3.603 -5.118 -0.004 -0.001 -0.005
H -7.996 2.711 -4.355 -0.004 -0.001 -0.007
H -8.145 5.377 -0.978 0.000 0.001 0.002
H -10.275 6.238 -1.728 0.001 0.002 0.004
H -6.279 4.506 -0.418 0.004 0.007 -0.009
H -4.577 4.688 0.988 -0.001 -0.004 -0.005
H -3.236 4.847 2.819 0.010 -0.003 0.014
H -1.533 3.492 3.576 -0.007 0.008 0.007
H -1.233 -1.456 -2.646 -0.005 -0.009 0.022
H -3.053 -1.397 -4.326 -0.002 -0.005 0.000
H -4.814 0.395 -4.111 -0.001 -0.001 -0.008
```
Forces are in eV/Å.

- total charge = +2
- max |F| (eV/Å) = 0.65
- spin multiplicity = 4
- ⟨S²⟩ = 3.8130
- highest occupied orbital energy (alpha / beta) (eV) = -12.0 / -12.1
- frontier orbital gap (alpha / beta) (eV) = 6.117 / 4.540

***

[2]
DFT (ωB97M-V/def2-TZVPD) results for C43H36CrN8O5 as an isolated structure.

Structure (XYZ):
```
93
Properties=species:S:1:pos:R:3:forces:R:3
Cr -0.382 -0.025 -0.507 0.238 -0.009 0.132
C 1.629 -0.135 -4.509 -0.067 0.010 0.052
O 2.052 -1.199 -3.598 0.070 0.067 -0.114
C 1.401 -1.004 -2.472 0.017 -0.002 0.031
N 0.582 -0.016 -2.401 0.001 0.104 -0.103
C 0.674 0.751 -3.668 0.085 -0.106 0.034
C 1.173 2.160 -3.443 -0.080 -0.009 0.103
C 0.400 3.251 -3.823 0.005 -0.030 -0.019
C 0.842 4.547 -3.582 -0.027 -0.021 -0.013
C 2.067 4.756 -2.964 -0.015 0.003 -0.020
C 2.856 3.668 -2.605 0.011 0.019 0.004
C 2.410 2.377 -2.843 0.015 -0.007 -0.024
C 1.576 -1.899 -1.334 0.058 0.082 -0.124
C 2.216 -3.183 -1.421 0.033 -0.032 -0.141
C 1.945 -4.079 -0.465 -0.119 -0.041 0.094
C 0.909 -3.722 0.558 -0.330 0.086 -0.185
C 1.006 -2.269 0.858 0.124 0.032 0.249
N 1.067 -1.427 -0.215 0.153 -0.156 0.192
C 0.716 -1.782 2.129 -0.083 0.052 -0.280
N 0.134 -0.613 2.458 -0.165 0.222 -0.210
C 0.291 -0.412 3.935 -0.152 -0.069 -0.117
C 0.406 -1.864 4.366 0.060 0.036 0.043
O 0.954 -2.532 3.189 0.097 -0.063 0.323
C -0.729 0.463 4.620 0.110 0.033 0.124
C -0.658 1.838 4.388 0.140 0.079 0.055
C -1.518 2.711 5.028 0.028 0.027 -0.037
C -2.455 2.220 5.932 -0.016 -0.005 0.009
C -2.509 0.861 6.195 -0.002 -0.005 -0.024
C -1.647 -0.017 5.545 -0.127 -0.032 -0.047
H 1.150 -0.601 -5.363 -0.038 -0.083 -0.016
H 2.516 0.396 -4.834 0.098 0.007 0.005
H -0.315 0.798 -4.123 -0.052 -0.026 -0.024
H -0.544 3.084 -4.336 0.046 0.032 0.066
H 0.237 5.392 -3.891 0.055 -0.056 0.019
H 2.418 5.765 -2.786 -0.009 -0.051 -0.008
H 3.829 3.829 -2.156 -0.040 -0.008 -0.017
H 3.039 1.532 -2.574 -0.022 0.046 0.009
H 2.884 -3.383 -2.250 -0.029 0.015 0.070
H 2.428 -5.048 -0.439 -0.015 0.044 -0.017
H 1.006 -4.317 1.461 0.079 -0.050 0.038
H 1.261 0.069 4.068 0.125 0.040 -0.074
H -0.551 -2.324 4.596 -0.081 -0.078 -0.063
H 1.099 -2.014 5.186 0.035 -0.059 -0.001
H 0.099 2.232 3.714 -0.035 -0.025 0.043
H -1.437 3.776 4.842 -0.024 -0.076 0.028
H -3.125 2.898 6.445 0.037 -0.027 -0.019
H -3.217 0.476 6.917 0.015 0.009 -0.024
H -1.711 -1.071 5.785 0.021 0.018 -0.024
O -0.551 -8.314 -0.718 -0.035 0.038 -0.041
C -0.821 -7.451 -1.710 0.012 -0.028 0.014
O -1.050 -7.845 -2.814 -0.014 -0.010 -0.038
C -0.816 -5.970 -1.407 -0.063 0.043 -0.139
C -0.770 -5.433 -0.174 0.073 0.083 0.147
C -0.630 -3.962 0.062 0.248 0.017 0.023
C -1.083 -3.155 -1.126 -0.001 -0.260 0.015
C -1.146 -3.757 -2.377 -0.001 0.288 0.133
C -0.940 -5.110 -2.549 0.029 -0.245 -0.029
N -1.504 -1.804 -1.011 0.297 0.114 -0.088
C -2.587 -1.491 -1.625 -0.160 0.044 0.097
C -2.931 -0.093 -1.886 0.073 -0.075 0.136
C -4.055 0.223 -2.619 -0.206 -0.130 -0.075
C -4.262 1.539 -3.007 -0.061 0.045 -0.040
C -3.313 2.481 -2.663 -0.067 0.057 -0.025
C -2.227 2.092 -1.895 0.037 -0.042 0.220
N -2.044 0.839 -1.477 -0.024 0.105 -0.190
H -0.329 -7.874 0.109 0.012 0.040 0.023
H -0.742 -6.047 0.722 0.008 0.036 -0.047
H -1.201 -3.656 0.944 -0.050 -0.035 0.008
H -1.354 -3.135 -3.243 0.012 -0.049 0.025
H -0.955 -5.563 -3.531 0.014 0.023 0.052
H -3.241 -2.267 -2.013 -0.063 0.024 -0.046
H -4.748 -0.563 -2.892 0.027 0.064 -0.029
H -5.136 1.814 -3.582 0.026 -0.020 0.010
H -3.402 3.513 -2.977 -0.007 -0.029 0.040
H -1.479 2.818 -1.618 0.096 0.013 0.052
N -1.833 0.581 1.750 0.109 -0.086 -0.105
C -0.766 -0.049 1.501 -0.647 0.140 -0.088
H -2.092 0.716 2.725 0.074 -0.050 0.060
N 3.747 5.151 2.327 -0.034 -0.056 0.007
C 2.558 4.589 2.626 0.000 0.045 0.076
O 1.946 4.759 3.660 0.065 0.035 -0.147
C 1.966 3.645 1.607 -0.085 0.025 0.087
C 0.606 3.752 1.344 -0.017 0.034 0.015
C -0.013 2.769 0.608 0.079 -0.056 0.040
N 0.647 1.710 0.106 -0.053 0.096 0.132
C 1.965 1.639 0.324 0.032 -0.129 -0.218
C 2.658 2.576 1.064 0.186 0.069 -0.032
H 4.144 5.804 2.984 0.014 -0.007 0.026
H 4.175 5.059 1.423 -0.038 0.009 0.004
H 0.026 4.560 1.771 0.025 -0.029 -0.002
H -1.086 2.777 0.500 -0.095 -0.059 -0.088
H 2.477 0.782 -0.094 -0.018 -0.024 0.029
H 3.718 2.439 1.240 -0.037 -0.008 0.015
```
Forces are in eV/Å.

- total charge = +2
- max |F| (eV/Å) = 0.67
- spin multiplicity = 5
- ⟨S²⟩ = 6.1044
- highest occupied orbital energy (alpha / beta) (eV) = -11.9 / -12.9
- frontier orbital gap (alpha / beta) (eV) = 5.740 / 6.374

***

These records have energy above the lowest of the compared OMol25 structures with the same formula, charge and spin values of 82.2 52.7 kcal per mole, in the order they appear.